1.
A structure of composition C5H8O2. Source: OMol25; level of theory: the ωB97M-V functional and the def2-TZVPD basis.

Summary:
E ... -9403.8893 eV
LUMO level ... 0.59 eV
HOMO energy ... -0.3064 hartree
Largest force on an atom ... 0.0079 hartree/bohr
ΔE to the lowest compared entry with this formula, charge and spin ... 5.943 eV
Kohn-Sham gap ... 0.3280 Eh

Structure (XYZ):
```
15
Properties=species:S:1:pos:R:3:forces:R:3:nbo_charge:R:1
C -0.652 0.353 1.978 -0.003 0.046 0.062 -0.631
C -0.481 -0.108 0.576 -0.223 0.231 0.253 0.270
C -0.858 0.461 -0.719 -0.199 0.025 -0.014 -0.435
C 0.627 0.198 -0.434 0.139 -0.218 0.112 0.034
O 1.549 1.218 -0.425 -0.019 0.041 -0.192 -0.676
C 0.959 -1.233 -0.205 -0.012 0.151 0.184 0.291
O -0.243 -1.519 0.373 0.115 -0.055 -0.063 -0.503
H -1.609 0.010 2.384 0.091 0.068 -0.057 0.229
H -0.618 1.444 2.018 -0.025 -0.099 -0.009 0.233
H 0.156 -0.048 2.596 -0.128 0.050 -0.067 0.236
H -1.402 -0.134 -1.449 0.144 -0.006 0.105 0.233
H -1.083 1.524 -0.704 0.055 -0.122 0.011 0.237
H 1.683 1.493 -1.341 0.075 0.045 0.145 0.481
H 0.797 -1.719 -2.631 0.057 -0.112 -0.092 -0.021
H 1.175 -1.941 -2.017 -0.067 -0.044 -0.377 0.021
```
Positions in Å, forces in eV/Å.



2.
An isolated molecule of C5H8O2. Source: OMol25; level of theory: the ωB97M-V functional and the def2-TZVPD basis.

Summary:
E ... -9407.4231 eV
LUMO level ... 0.69 eV
HOMO energy ... -0.3642 hartree
Largest force on an atom ... 0.0102 hartree/bohr
SMILES string ... C#C[C@H](O)CCO
ΔE to the lowest compared entry with this formula, charge and spin ... 2.409 eV
Kohn-Sham gap ... 0.3896 Eh

Structure (XYZ):
```
15
Properties=species:S:1:pos:R:3:forces:R:3:nbo_charge:R:1
C -2.555 0.671 0.315 0.390 -0.243 -0.149 -0.224
C -1.604 0.021 -0.036 -0.428 0.269 0.137 -0.047
C -0.459 -0.807 -0.459 -0.039 0.138 -0.221 0.021
O -0.025 -1.661 0.601 -0.214 -0.166 0.119 -0.722
C 0.744 0.031 -0.900 0.043 -0.015 -0.020 -0.431
C 1.288 0.968 0.178 -0.103 0.243 -0.335 -0.064
O 1.808 0.289 1.297 -0.087 -0.168 0.147 -0.728
H -3.394 1.259 0.620 0.154 -0.112 -0.046 0.243
H -0.784 -1.424 -1.310 0.028 0.105 0.122 0.197
H -0.800 -2.102 0.973 0.131 0.057 -0.029 0.484
H 1.532 -0.663 -1.214 -0.094 0.070 0.041 0.222
H 0.442 0.620 -1.775 0.051 -0.072 0.125 0.221
H 2.113 1.550 -0.247 -0.136 -0.051 0.046 0.180
H 0.500 1.684 0.467 0.111 -0.144 0.017 0.161
H 1.195 -0.436 1.492 0.192 0.090 0.045 0.487
```
Positions in Å, forces in eV/Å.



3.
An isolated molecule of C5H8O2. Source: OMol25; level of theory: the ωB97M-V functional and the def2-TZVPD basis.

Summary:
E ... -9408.6337 eV
LUMO level ... 0.82 eV
HOMO energy ... -0.3524 hartree
Largest force on an atom ... 0.0115 hartree/bohr
SMILES string ... O=C1CC[C@@H]1CO
ΔE to the lowest compared entry with this formula, charge and spin ... 1.199 eV
Kohn-Sham gap ... 0.3826 Eh

Structure (XYZ):
```
15
Properties=species:S:1:pos:R:3:forces:R:3:nbo_charge:R:1
O 0.972 -0.127 -2.302 -0.221 -0.181 0.520 -0.517
C 0.532 -0.534 -1.260 0.209 0.131 -0.388 0.620
C -0.313 -1.744 -0.856 -0.026 -0.107 -0.134 -0.521
C -0.793 -0.883 0.339 -0.156 -0.017 0.181 -0.388
C 0.423 0.057 0.149 0.061 0.117 0.059 -0.351
C 0.285 1.543 0.373 0.022 -0.116 -0.448 -0.055
O 0.264 1.742 1.776 -0.027 0.293 0.141 -0.720
H -1.045 -2.115 -1.577 0.117 0.086 0.068 0.230
H 0.333 -2.570 -0.537 -0.080 0.127 -0.051 0.232
H -0.900 -1.365 1.311 0.046 0.020 -0.151 0.219
H -1.721 -0.358 0.091 0.126 -0.074 0.072 0.205
H 1.276 -0.311 0.737 -0.097 0.011 -0.071 0.237
H 1.125 2.072 -0.100 -0.107 -0.099 0.098 0.176
H -0.645 1.904 -0.095 0.136 -0.047 0.078 0.161
H 0.209 2.689 1.949 -0.004 -0.144 0.027 0.471
```
Positions in Å, forces in eV/Å.



Question: What is the HOMO energy in the third record?
Answer: -0.3524 hartree



Question: The highest ΔE to the lowest compared entry with this formula, charge and spin belongs to which entry?
Answer: number 1



What did the second record say?
An isolated molecule of C5H8O2. Source: OMol25; level of theory: the ωB97M-V functional and the def2-TZVPD basis.

Summary:
E ... -9407.4231 eV
LUMO level ... 0.69 eV
HOMO energy ... -0.3642 hartree
Largest force on an atom ... 0.0102 hartree/bohr
SMILES string ... C#C[C@H](O)CCO
ΔE to the lowest compared entry with this formula, charge and spin ... 2.409 eV
Kohn-Sham gap ... 0.3896 Eh

Structure (XYZ):
```
15
Properties=species:S:1:pos:R:3:forces:R:3:nbo_charge:R:1
C -2.555 0.671 0.315 0.390 -0.243 -0.149 -0.224
C -1.604 0.021 -0.036 -0.428 0.269 0.137 -0.047
C -0.459 -0.807 -0.459 -0.039 0.138 -0.221 0.021
O -0.025 -1.661 0.601 -0.214 -0.166 0.119 -0.722
C 0.744 0.031 -0.900 0.043 -0.015 -0.020 -0.431
C 1.288 0.968 0.178 -0.103 0.243 -0.335 -0.064
O 1.808 0.289 1.297 -0.087 -0.168 0.147 -0.728
H -3.394 1.259 0.620 0.154 -0.112 -0.046 0.243
H -0.784 -1.424 -1.310 0.028 0.105 0.122 0.197
H -0.800 -2.102 0.973 0.131 0.057 -0.029 0.484
H 1.532 -0.663 -1.214 -0.094 0.070 0.041 0.222
H 0.442 0.620 -1.775 0.051 -0.072 0.125 0.221
H 2.113 1.550 -0.247 -0.136 -0.051 0.046 0.180
H 0.500 1.684 0.467 0.111 -0.144 0.017 0.161
H 1.195 -0.436 1.492 0.192 0.090 0.045 0.487
```
Positions in Å, forces in eV/Å.



Question: Kohn-Sham gap of number 3 (C5H8O2)?
Answer: 0.3826 Eh